# C61H49N6O3P2S4Y

C61H49N6O3P2S4Y as an isolated structure at a distorted geometry (ωB97M-V/def2-TZVPD, OMol25).

The HOMO energy comes out at -0.0794 Ha. As for the total energy: -142105.218 eV. The value obtained for the orbital gap is 5.99 eV. The maximum force comes out at 1.81 eV/Å. As for the charge: -2.

```
126
Properties=species:S:1:pos:R:3:forces:R:3
Y 0.689 0.264 -0.506 -0.0215 0.0275 -0.8104
C 1.632 3.955 2.113 -0.0447 -0.1142 -0.0546
C 0.998 2.995 1.136 0.6940 -0.3465 0.5079
N 1.548 1.840 0.938 -0.3772 0.8304 0.5484
N 2.734 1.616 1.590 1.0500 0.7199 -0.1186
C 2.864 0.541 2.280 -0.0345 0.4018 0.3039
S 1.730 -0.641 2.636 -0.3564 -0.6209 0.1014
S 4.496 0.401 3.059 0.1120 0.1718 0.3138
C 4.513 1.931 4.061 0.1280 -0.4280 -0.6156
C 3.510 2.004 5.179 -0.0321 0.0546 0.0881
C 3.431 3.174 5.931 -0.0012 -0.0264 -0.0458
C 2.503 3.300 6.949 -0.0182 0.1534 0.0812
C 1.627 2.261 7.224 -0.1259 -0.0083 0.1146
C 1.699 1.095 6.482 -0.0226 0.0591 0.1068
C 2.646 0.961 5.480 0.0509 -0.0708 0.0227
C -0.267 3.348 0.517 -0.5892 -0.4144 -0.2658
C -0.550 4.694 0.265 0.0134 -0.0203 -0.0260
C -1.778 5.112 -0.196 0.0520 0.2349 0.0367
C -2.779 4.166 -0.390 -0.0121 -0.0483 -0.0207
C -2.523 2.835 -0.180 0.0614 -0.1973 -0.1132
C -1.258 2.361 0.220 -0.1817 0.9195 0.1100
O -1.062 1.076 0.333 -0.5378 0.0556 0.3017
H 1.846 3.420 3.040 0.0671 0.0472 -0.0194
H 0.980 4.794 2.338 -0.0481 0.0168 -0.0412
H 2.580 4.313 1.710 0.0842 -0.0015 0.0406
H 4.369 2.761 3.367 0.0489 0.0664 0.0768
H 5.532 1.972 4.453 -0.0079 0.1110 0.0087
H 4.103 3.996 5.717 0.0487 0.0699 -0.0684
H 2.453 4.218 7.522 0.0016 0.0222 0.0240
H 0.889 2.366 8.007 -0.0543 0.0118 0.0265
H 1.007 0.286 6.668 -0.0416 -0.0747 0.0362
H 2.690 0.045 4.914 0.0096 -0.0441 -0.0632
H 0.244 5.417 0.396 -0.0156 0.0756 0.0977
H -1.960 6.159 -0.398 0.0166 0.0159 -0.0156
H -3.762 4.477 -0.717 -0.0745 -0.0004 -0.0557
H -3.276 2.086 -0.363 -0.0928 -0.0771 -0.0056
C -1.709 -2.201 0.171 0.0985 0.1744 -0.1608
C -1.447 -1.644 1.572 0.0528 0.2550 -0.1102
P -2.908 -0.571 1.952 0.2660 0.6467 1.2367
C -3.367 -1.420 3.539 -0.0524 0.0745 -0.2338
C -2.402 -1.535 4.538 -0.1166 -0.1136 0.0334
C -2.692 -2.174 5.726 0.0992 -0.0325 0.1213
C -3.951 -2.714 5.934 -0.1247 -0.0557 0.0797
C -4.914 -2.609 4.946 -0.1729 -0.0969 0.1253
C -4.626 -1.964 3.754 0.1067 0.0950 -0.1293
C -2.354 0.986 2.769 -0.2741 -0.1195 -0.1956
C -3.325 1.983 2.731 0.0046 -0.2092 0.0335
C -3.119 3.201 3.348 -0.0644 0.2254 0.2167
C -1.935 3.436 4.023 -0.0291 0.1701 -0.0112
C -0.947 2.465 4.029 0.1831 -0.0474 0.1138
C -1.148 1.248 3.403 -0.0886 -0.0211 0.0224
P -3.557 -2.227 -0.107 -0.0272 -0.6109 -0.8621
C -3.701 -3.696 -1.213 -0.1822 0.0642 0.1181
C -4.102 -3.677 -2.545 0.0614 0.0444 -0.0116
C -4.271 -4.860 -3.244 -0.0751 -0.1693 -0.1292
C -4.084 -6.077 -2.612 -0.0518 -0.1311 -0.1117
C -3.742 -6.112 -1.269 0.0417 -0.1497 0.0150
C -3.557 -4.930 -0.580 0.1121 0.0346 -0.0491
C -3.717 -0.890 -1.353 -0.1812 -0.0584 0.0679
C -2.869 -0.823 -2.456 -0.1401 -0.0511 0.1702
C -2.981 0.209 -3.368 0.0179 0.0129 -0.1245
C -3.971 1.167 -3.215 -0.0141 -0.0334 -0.0565
C -4.860 1.073 -2.156 -0.2066 0.0953 0.0287
C -4.726 0.056 -1.224 -0.0283 -0.1063 0.0165
H -1.246 -3.184 0.038 -0.1016 0.1564 -0.0856
H -1.285 -1.509 -0.575 -0.2032 -0.4721 0.0063
H -0.518 -1.068 1.605 -0.1578 -0.2102 0.2621
H -1.373 -2.460 2.295 0.0669 0.1764 -0.0532
H -1.415 -1.127 4.377 0.0932 0.0119 0.0209
H -1.938 -2.263 6.495 0.0983 0.0216 0.0468
H -4.179 -3.217 6.863 -0.0255 -0.0478 0.0684
H -5.893 -3.039 5.108 -0.0977 -0.0232 -0.0143
H -5.374 -1.893 2.976 -0.0563 0.0011 -0.0758
H -4.253 1.790 2.206 -0.0591 0.0377 -0.0617
H -3.879 3.969 3.301 -0.0741 0.0579 -0.0028
H -1.776 4.374 4.538 0.0351 0.0890 -0.0375
H -0.009 2.647 4.535 0.1209 0.0315 0.0719
H -0.351 0.520 3.398 0.0966 -0.0309 -0.0309
H -4.270 -2.735 -3.046 0.0174 0.0110 -0.0324
H -4.548 -4.835 -4.291 -0.0073 0.0300 0.0187
H -4.210 -6.999 -3.164 -0.0245 -0.0627 -0.0296
H -3.626 -7.064 -0.765 0.0440 0.0149 0.0190
H -3.293 -4.945 0.470 0.0260 -0.0736 0.1155
H -2.119 -1.585 -2.616 0.0361 0.1188 0.0331
H -2.287 0.254 -4.197 0.0697 0.0692 0.0003
H -4.045 1.984 -3.918 -0.0092 0.0646 -0.0526
H -5.653 1.803 -2.039 0.0436 0.0326 -0.0112
H -5.404 -0.009 -0.383 -0.0300 0.0530 0.1085
S 0.260 1.984 -2.496 -0.0463 0.3379 -0.3470
C 1.075 1.099 -3.755 -0.3808 -1.2664 0.7857
C 1.630 1.878 -4.775 0.5529 0.6744 -1.0036
N 2.042 2.550 -5.617 0.0562 0.0160 -0.0327
C 1.168 -0.273 -3.818 -0.9211 1.2906 0.8655
S 0.405 -1.367 -2.708 0.0029 -0.3617 -0.3821
C 1.912 -0.880 -4.830 0.7779 -0.5760 -1.1167
N 2.534 -1.422 -5.636 0.0213 -0.0023 -0.0816
O 3.035 0.181 -1.317 -0.3270 0.1884 0.0701
C 3.052 -0.965 -0.855 0.5264 -0.0132 -0.2112
N 4.084 -1.836 -0.936 0.2052 -0.2132 0.0759
C 3.745 -3.079 -0.288 -0.1966 0.0058 0.0276
C 2.286 -2.761 0.173 0.1771 0.0716 -0.1734
O 1.562 -3.557 0.730 -0.1004 -0.2359 0.1831
N 2.004 -1.498 -0.177 0.5878 -1.0501 0.2793
C 3.807 -4.233 -1.264 -0.0318 -0.0541 -0.0909
C 2.671 -4.874 -1.733 -0.0176 0.0262 0.0591
C 2.787 -5.912 -2.643 0.0396 -0.0723 -0.0986
C 4.032 -6.302 -3.103 -0.0395 -0.1290 -0.0679
C 5.168 -5.649 -2.653 0.1744 0.0121 -0.0512
C 5.055 -4.622 -1.736 -0.0848 -0.0346 0.0070
C 4.594 -3.347 0.931 0.1956 0.0692 0.2459
C 5.532 -2.426 1.380 -0.0664 -0.0812 -0.1794
C 6.314 -2.709 2.486 0.0922 -0.0709 0.1535
C 6.156 -3.905 3.163 0.1533 0.0620 0.0601
C 5.193 -4.807 2.743 -0.0750 -0.1186 0.0414
C 4.414 -4.532 1.636 0.0326 0.0065 -0.0218
H 4.888 -1.704 -1.522 -0.0973 0.1322 -0.0891
H 1.698 -4.572 -1.382 -0.0731 0.0238 0.0103
H 1.896 -6.407 -3.000 -0.0813 -0.0349 -0.0394
H 4.121 -7.112 -3.813 -0.0046 -0.0371 -0.0660
H 6.143 -5.938 -3.021 0.0473 -0.0312 -0.0135
H 5.939 -4.114 -1.372 0.1051 -0.0065 0.0456
H 5.649 -1.480 0.873 -0.0289 0.0563 -0.0486
H 7.039 -1.982 2.824 0.0475 0.0637 0.0363
H 6.780 -4.132 4.018 -0.0014 0.0051 0.0814
H 5.046 -5.730 3.288 -0.0189 -0.0725 0.0216
H 3.650 -5.222 1.312 -0.0666 -0.0963 -0.0397
```
Positions in Å, forces in eV/Å.



# C61H50GeIN7O2W

C61H50GeIN7O2W as an isolated structure at a distorted geometry (ωB97M-V/def2-TZVPD, OMol25).

The HOMO energy comes out at -0.2314 Ha. As for the total energy: -145035.638 eV. The value obtained for the orbital gap is 5.57 eV. The maximum force comes out at 1.63 eV/Å.

```
123
Properties=species:S:1:pos:R:3:forces:R:3
W -0.329 0.062 -0.221 -0.0587 1.4502 0.7324
N 3.681 -2.428 -0.887 -0.2421 0.1405 -0.0321
C 2.465 -1.843 -0.790 0.0302 0.0301 0.2227
O 2.126 -1.230 0.222 0.1215 -0.0679 -0.2723
C 1.503 -1.964 -1.939 -0.0790 -0.0405 0.1432
C 0.091 -1.862 -1.344 0.4546 0.0617 -0.2333
H 4.331 -2.342 -0.128 0.0298 0.0396 0.0871
H 3.958 -2.911 -1.718 0.0305 -0.0980 -0.1194
H 1.694 -2.884 -2.500 0.0487 -0.0785 -0.0172
H 1.709 -1.132 -2.622 0.0393 0.0284 -0.0829
H 0.053 -2.569 -0.513 -0.0891 -0.1285 0.2829
H -0.638 -2.248 -2.053 -0.2102 -0.0344 0.0505
N -6.032 -6.833 5.131 0.2018 0.2354 -0.1911
C -5.400 -6.078 4.534 0.0816 0.1290 -0.0993
C -4.600 -5.124 3.782 -0.2262 -0.1788 0.2608
C -4.549 -3.789 4.180 0.0011 0.0715 0.0159
C -3.768 -2.887 3.472 -0.0302 -0.0135 0.0021
C -3.040 -3.306 2.358 0.1184 0.0935 0.0464
C -3.112 -4.635 1.959 0.0694 -0.1197 -0.0055
C -3.881 -5.545 2.670 0.0499 -0.0713 -0.1156
C -2.219 -2.313 1.591 -0.1594 -0.1475 0.1104
C -1.102 -1.776 2.228 0.0648 0.1385 0.0713
C -0.654 -2.101 3.530 -0.0134 -0.0136 -0.0030
C 0.394 -1.252 3.818 0.1176 0.0855 0.0745
C 0.577 -0.455 2.676 0.0667 -0.1160 0.1613
N -0.295 -0.750 1.710 -0.2234 -0.6284 0.5223
C -2.718 -1.959 0.347 -0.1165 0.0136 0.0115
C -3.929 -2.439 -0.243 0.0552 0.0639 0.0200
C -4.133 -1.692 -1.371 -0.0672 0.1171 -0.2402
C -3.050 -0.779 -1.441 -0.1633 -0.1029 -0.2986
N -2.198 -0.927 -0.438 -0.4346 -0.6056 -0.0169
H -5.121 -3.465 5.041 0.0448 -0.0041 -0.0436
H -3.725 -1.845 3.772 -0.0049 -0.1194 -0.0102
H -2.551 -4.960 1.088 -0.0491 0.0212 0.0731
H -3.929 -6.583 2.366 0.0250 0.0531 0.0010
H -1.053 -2.883 4.162 -0.0030 0.1146 -0.0780
H 0.978 -1.206 4.727 -0.0647 -0.0013 -0.1220
H 1.322 0.308 2.529 0.0664 0.0381 -0.0428
H -4.561 -3.224 0.152 0.1151 0.1383 -0.0719
H -4.951 -1.764 -2.081 0.2336 0.0507 0.2150
H -2.896 -0.013 -2.184 -0.0020 0.0259 -0.0623
I 2.057 1.745 0.017 -0.0942 -0.0316 -0.0325
C 1.362 3.232 1.323 -0.2081 -0.3506 -0.1883
C 2.291 4.174 1.631 0.1289 0.3581 0.1903
C 2.061 5.050 2.715 0.1004 0.0069 -0.0716
C 0.956 4.868 3.489 -0.0788 -0.0668 0.0411
C -0.019 3.885 3.173 0.0661 -0.0565 -0.0823
C -1.120 3.696 4.042 0.1246 0.1547 0.0604
C -2.038 2.738 3.752 -0.1265 -0.1591 -0.0697
C -1.970 2.047 2.526 0.0124 0.0340 0.0373
C -0.990 2.255 1.577 0.1609 -0.0606 -0.0740
C 0.116 3.086 1.994 0.0319 0.2490 0.0375
H 3.220 4.226 1.074 -0.0380 0.0033 0.1029
H 2.794 5.811 2.957 -0.0479 -0.0419 -0.0222
H 0.802 5.470 4.378 -0.0098 -0.0145 -0.0727
H -1.199 4.313 4.936 0.0262 -0.1142 -0.1422
H -2.861 2.538 4.433 0.0717 0.0080 -0.1181
H -2.760 1.361 2.286 -0.2471 -0.1406 -0.0762
C -6.014 -5.534 -2.934 0.0552 0.0541 -0.0365
C -4.896 -4.645 -3.425 -0.0893 -0.0273 -0.0040
C -3.572 -4.894 -3.087 0.0509 0.0008 0.0629
C -2.546 -4.091 -3.562 0.0203 -0.0994 0.0742
C -2.824 -3.016 -4.394 0.0986 0.1081 -0.1311
N -1.735 -2.201 -4.796 -0.3224 -0.0787 -0.0742
C -1.705 -1.298 -5.821 -0.2099 -0.1193 -0.0514
O -2.517 -1.226 -6.720 0.1714 0.0156 0.2044
N -0.581 -0.446 -5.778 0.1586 -0.0120 0.4031
C -0.316 0.442 -4.699 -0.1849 -0.3046 -0.1970
C 0.051 1.750 -4.965 0.1693 0.1470 -0.3491
C 0.166 2.611 -3.900 0.1614 0.2504 0.1590
C -0.031 2.153 -2.609 0.1888 0.3247 -0.1459
N -0.282 0.872 -2.319 0.1269 0.0754 -0.4004
C -0.438 0.060 -3.373 -0.2739 -0.3115 -0.1653
C -4.144 -2.744 -4.742 -0.0172 0.0307 -0.0411
C -5.157 -3.556 -4.253 -0.0158 0.0218 -0.0838
H -5.694 -6.139 -2.084 -0.0084 0.0373 -0.0328
H -6.344 -6.217 -3.721 0.0192 0.0381 0.0424
H -6.881 -4.946 -2.626 0.0527 -0.0231 -0.0116
H -3.332 -5.724 -2.431 -0.0101 0.0313 -0.0364
H -1.520 -4.295 -3.267 -0.0695 0.0045 -0.0297
H -0.860 -2.385 -4.341 0.0990 -0.0339 0.0479
H -0.505 0.013 -6.667 -0.0185 0.2066 -0.2934
H 0.199 2.088 -5.989 -0.0782 -0.0080 0.1561
H 0.377 3.663 -4.056 -0.0138 -0.0997 0.0260
H -0.026 2.832 -1.778 0.1393 0.0879 0.1509
H -0.756 -0.927 -3.117 0.0876 0.0733 -0.0805
H -4.373 -1.906 -5.387 0.0178 -0.0751 0.0353
H -6.185 -3.329 -4.527 0.1090 -0.0266 0.0221
C -1.251 1.791 0.143 0.0958 -0.9657 -0.0309
Ge -2.803 2.845 -0.474 0.0585 0.0913 0.1202
C -3.292 3.185 -2.363 0.0573 0.0721 -0.2614
C -4.183 4.255 -2.542 0.1395 -0.0542 -0.1148
C -4.712 4.561 -3.791 0.0036 -0.0291 0.0848
C -4.351 3.811 -4.905 0.0523 -0.0559 -0.0355
C -3.454 2.760 -4.757 -0.0318 0.0776 0.1598
C -2.935 2.456 -3.499 -0.3408 0.0578 -0.0365
C -4.521 2.168 0.242 -0.1098 -0.2010 0.1344
C -5.668 2.969 0.266 -0.0423 -0.1237 -0.0146
C -6.883 2.483 0.745 0.1222 0.0279 -0.0328
C -6.986 1.171 1.187 0.0915 -0.0224 -0.0240
C -5.869 0.346 1.139 -0.0425 0.0996 0.0005
C -4.655 0.844 0.675 0.0409 0.1138 0.1330
C -2.412 4.645 0.219 -0.0883 0.3340 0.0728
C -3.336 5.490 0.843 0.1780 -0.0059 0.1232
C -2.972 6.767 1.271 0.0401 -0.0600 -0.0319
C -1.670 7.221 1.094 -0.0516 -0.0901 -0.0358
C -0.733 6.391 0.487 -0.0611 -0.0712 -0.0143
C -1.107 5.125 0.052 -0.1684 0.1819 -0.0741
H -4.454 4.878 -1.695 0.0177 -0.0311 -0.0923
H -5.410 5.386 -3.894 0.0861 -0.0572 0.0109
H -4.765 4.046 -5.882 0.0604 -0.0325 0.1331
H -3.155 2.174 -5.621 -0.0280 0.0079 0.0611
H -2.240 1.633 -3.425 -0.1967 -0.0292 0.0002
H -5.644 3.985 -0.114 0.0131 -0.0706 0.0628
H -7.749 3.135 0.769 0.0381 -0.0349 -0.0266
H -7.934 0.793 1.555 0.0572 0.0176 -0.0179
H -5.936 -0.691 1.456 0.0092 0.0933 -0.0298
H -3.796 0.181 0.650 -0.1787 0.2237 0.1484
H -4.349 5.149 1.037 0.1261 0.0396 -0.0442
H -3.711 7.405 1.749 0.0984 -0.0796 -0.0454
H -1.388 8.215 1.424 -0.0161 -0.0760 0.0004
H 0.294 6.724 0.360 -0.1090 -0.0170 -0.0072
H -0.359 4.496 -0.422 -0.0371 0.0329 0.0379
```
Positions in Å, forces in eV/Å.



Q: Which of these has the highest orbital gap?
A: C61H49N6O3P2S4Y



Q: The highest orbital gap belongs to which entry?
A: C61H49N6O3P2S4Y